No. 1
Density functional theory data (ωB97M-V/def2-TZVPD) for a molecular structure, C21H40P2Pt.

Results
**Multiplicity**: 3
**LUMO (spin up / spin down)**: 0.577 / -1.245 eV
**Highest occupied orbital energy (spin up / spin down)**: -4.877 / -7.880 eV
**HOMO-LUMO gap (spin up / spin down)**: 5.45 / 6.63 eV

```
64
Properties=species:S:1:pos:R:3:forces:R:3:lowdin_spin:R:1
Pt -0.324767 -0.185900 2.699004 1.93 -1.82 1.14 0.757
P -1.922282 -0.605613 1.321611 -3.29 0.21 -2.28 0.141
P -1.273743 1.637899 3.383124 -1.92 2.16 -1.09 0.246
C -0.624208 -1.790389 -3.390351 -0.53 -0.51 0.03 0.000
C 3.834342 0.146744 -0.967472 -0.11 0.26 -0.36 0.007
C 0.880371 0.027457 4.370724 0.61 -0.16 0.31 0.135
C 0.224531 -1.963969 -4.656313 0.16 0.50 1.28 0.000
C 0.047546 -0.942952 -2.376371 1.20 0.48 1.35 0.000
C 0.104101 -0.688655 -5.445220 0.32 -0.53 -0.08 0.000
C -0.679405 0.380069 -5.196164 0.24 0.42 -0.96 0.000
C -3.286583 0.281348 2.266117 0.09 -0.58 -0.79 0.058
C -2.206911 1.672308 4.936570 0.51 0.14 0.85 0.045
C -0.434293 3.228836 3.165945 -0.05 0.63 0.46 0.055
C -2.711741 -0.017555 -0.288462 0.28 0.22 -0.74 0.004
C 2.357989 -0.540660 0.964697 -1.56 0.18 0.83 0.132
C -1.244380 1.136615 -4.001973 -1.36 0.68 0.13 0.000
C 0.292522 0.381271 -2.230912 0.29 -1.00 3.01 0.000
C -2.799182 1.749988 2.313230 0.81 0.11 0.59 0.021
C 1.295788 -0.429795 1.600731 2.61 0.56 -1.93 0.219
C 3.596126 -0.814093 0.197210 0.42 -0.24 -0.13 0.015
C -2.336408 -2.318199 0.945441 -0.43 -0.32 0.24 0.041
C -0.417495 1.564798 -2.749924 -0.16 -0.30 -1.59 0.000
C 4.855194 -0.741913 1.070715 0.15 -0.09 0.31 0.000
C 3.546464 -2.233827 -0.387804 -0.11 -0.28 0.04 0.005
H 4.788536 -1.443714 1.907435 -0.06 0.28 0.09 0.000
H -0.279159 3.374438 2.090027 0.08 -0.17 0.24 0.001
H 3.007930 0.161832 -1.687007 0.13 -0.01 0.19 0.000
H -3.520453 2.453738 2.766301 0.16 -0.33 -0.29 0.005
H -0.788194 -2.765766 -2.922651 -0.06 0.03 -0.10 0.000
H 2.693436 -2.356717 -1.065155 0.08 -0.06 0.24 0.000
H 1.354686 -0.941567 4.541897 0.06 0.27 0.38 0.025
H -1.621758 -2.655116 0.174854 -0.28 0.06 0.33 0.000
H 4.726254 -0.209671 -1.492633 -0.06 0.10 -0.05 0.001
H -2.247532 -2.930022 1.846603 -0.04 -0.09 -0.27 0.010
H 3.509348 -2.960341 0.427910 -0.28 -0.04 -0.13 0.000
H -2.887509 1.063856 -0.371090 0.31 -0.26 0.16 0.000
H 0.311318 2.368944 -2.947214 -0.26 -0.22 -0.29 0.000
H -1.142959 2.019901 -2.019802 0.67 -0.70 -0.39 0.000
H 0.483684 -1.594025 -1.577011 0.18 0.82 -0.70 0.000
H 0.940834 0.618760 -1.321020 -0.84 -0.41 -1.19 0.000
H -2.168895 -0.334522 -1.186312 0.03 0.06 0.24 0.001
H -0.167240 -2.858319 -5.182457 0.24 0.73 -0.28 0.000
H 5.729644 -1.048732 0.487359 -0.11 0.06 -0.09 0.000
H 4.458432 -2.455661 -0.953195 -0.06 0.19 0.01 0.001
H -3.300363 -0.245050 3.246126 -0.57 0.74 -0.49 0.018
H 1.615123 0.741078 3.988863 0.25 -0.11 0.43 0.008
H -2.424116 2.161345 1.349735 -0.65 -0.47 0.38 0.001
H -4.208962 0.195646 1.666908 0.07 -0.11 0.71 0.006
H 4.045583 1.168593 -0.636298 -0.19 -0.10 0.05 0.000
H -1.071264 0.861944 -6.110339 1.21 0.34 0.22 0.000
H -1.608506 -1.408269 -3.673028 0.05 -0.13 -0.13 0.000
H 0.407808 0.440722 5.267246 0.17 -0.30 0.04 0.012
H -3.355990 -2.305285 0.537283 0.25 -0.54 0.12 0.005
H 0.536150 3.193475 3.675854 -0.15 0.01 -0.21 0.002
H 0.756450 -0.711221 -6.332685 -1.18 0.08 -0.35 0.000
H -3.007397 0.926496 4.984345 0.38 0.01 -0.23 0.003
H -3.718305 -0.484087 -0.338063 0.62 0.16 0.17 0.001
H -1.610278 2.084358 -4.452481 -0.06 -0.58 0.31 0.000
H -2.144633 0.614422 -3.619081 0.27 0.29 -0.07 0.000
H -0.998112 4.087766 3.556481 0.05 -0.14 -0.04 0.012
H 5.048095 0.277828 1.420749 -0.16 -0.21 0.16 0.000
H -1.508473 1.484007 5.752332 -0.26 0.14 0.27 0.001
H 1.276066 -2.181619 -4.385404 -0.38 0.00 -0.11 0.000
H -2.682852 2.656745 5.040466 0.29 -0.13 0.06 0.007
```
Forces are in eV/Å.

***

No. 2
Density functional theory data (ωB97M-V/def2-TZVPD) for 2 unconnected molecules or ions with the total composition C21H41B2ClF4N5O9S2.

Results
**Multiplicity**: 1
**LUMO**: -2.789 eV
**Total charge**: +1
**Highest occupied orbital energy**: -11.847 eV
**HOMO-LUMO gap**: 9.06 eV

```
85
Properties=species:S:1:pos:R:3:forces:R:3:mulliken_charge:R:1
Cl 2.023472 -0.286447 -2.753171 0.03 -0.01 -0.07 -0.134
S -1.097766 0.884414 1.543031 0.32 -0.42 -0.61 0.828
S -1.165448 -0.606931 -3.461249 -0.38 -0.17 0.03 -0.154
F -2.309638 1.804392 1.913678 -0.04 -0.02 -0.04 -0.303
F -2.913385 3.768429 -3.968223 -0.13 0.05 0.25 -0.287
F -4.706154 2.973559 -3.054514 0.17 0.13 -0.01 -0.277
F -3.842301 4.820460 -2.297628 0.04 -0.34 -0.17 -0.244
O -2.812706 2.954275 -1.885712 0.07 0.23 -0.02 -0.544
O -3.096137 -3.058482 -0.333558 0.11 -0.27 0.03 -0.659
O 3.450898 0.247663 5.512214 0.05 0.09 -0.09 -0.397
O 2.674204 0.265892 3.469319 -0.01 0.01 0.02 -0.433
O 0.945957 -3.597574 -2.582552 -0.54 -0.06 -0.04 -0.504
O 0.084838 -3.392274 -0.347419 -0.08 -0.30 -0.19 -0.716
O -1.590302 -0.453367 1.509263 -0.19 -0.06 0.10 -0.507
O -0.062460 1.221311 2.438842 -0.14 0.35 0.38 -0.349
O 1.069114 -5.426698 -1.038273 0.64 0.27 0.04 -0.560
N -1.391304 -0.467035 -1.692862 0.84 0.76 -0.22 0.387
N -0.789789 -2.440697 -0.855569 0.17 -0.17 0.12 0.741
N 1.708813 1.317521 0.406740 -0.24 -0.37 0.45 0.103
N 0.627236 -0.641393 -0.371264 -1.11 0.69 1.27 0.617
N -2.293954 -3.579121 -2.609618 -0.62 -0.17 0.34 -0.033
C 2.563347 0.031374 7.784135 -0.06 -0.06 -0.10 -0.979
C 1.268114 1.163393 -2.013122 0.17 0.26 0.36 0.627
C 1.185160 -1.265286 0.865281 0.33 -0.66 -0.06 -0.729
C 3.501759 0.765211 6.851731 -0.01 0.02 0.14 -0.431
C 3.280787 -2.426666 1.499088 0.37 -0.15 0.50 -1.115
C 2.365462 2.225169 -2.068513 0.28 0.10 -0.29 -0.460
C -0.688942 1.475087 -0.209164 -0.03 0.11 0.13 1.226
C 2.547598 0.651392 4.606685 -0.07 -0.15 -0.02 0.581
C -3.184049 0.674320 -0.569844 -0.12 0.02 -0.39 -1.977
C 2.652539 2.673954 -3.513297 -0.23 -0.11 0.06 -1.436
C -3.559561 3.621986 -2.797204 -0.07 0.09 0.00 1.062
C 2.458392 -2.016755 0.562138 -0.59 0.09 -0.58 -0.429
C -2.097965 1.832831 -2.393640 0.11 -0.17 -0.14 -3.226
C -1.781084 0.901526 -1.200297 -0.61 -0.17 0.46 2.511
C -0.712149 3.015637 -0.025490 0.22 0.02 0.13 -1.929
C 0.749960 0.852472 -0.511837 0.48 0.22 -1.06 -0.466
C -2.276815 -5.067224 -2.573183 0.35 0.13 -0.28 -1.147
C -3.587447 -3.102271 -3.165778 0.09 0.06 0.00 -1.037
C -0.196298 3.969806 -1.118286 -0.13 0.21 0.06 -1.641
C 1.371314 1.497078 5.033525 0.27 0.27 0.09 -0.663
C -0.456852 -1.168061 -0.927812 -0.01 -0.48 -0.36 -1.241
B 0.717908 -4.162220 -1.356188 0.11 -0.03 -0.08 0.871
B -2.143034 -3.030960 -1.282888 0.23 0.37 0.05 0.898
H -1.264450 -5.451573 -2.720101 -0.01 -0.04 0.12 0.355
H -1.237535 2.177945 -2.955998 -0.03 -0.01 -0.02 0.383
H -0.907343 4.787127 -1.228883 -0.03 -0.04 -0.03 0.332
H 1.398901 -0.491818 1.597920 -0.08 0.13 -0.13 0.631
H 2.122810 3.091701 -1.462039 -0.14 -0.10 0.02 0.368
H 1.706729 2.283046 0.668767 0.06 0.00 -0.02 0.275
H 2.679159 0.405250 8.801254 0.01 0.00 0.00 0.366
H -2.768719 -2.879499 0.557585 -0.16 0.31 -0.02 0.355
H 1.561067 2.131377 5.895172 0.01 -0.12 0.08 0.395
H 2.992396 -2.371966 2.541703 0.30 0.37 0.09 0.243
H 0.463749 1.487245 -2.663695 -0.05 -0.38 -0.10 -0.644
H -2.673162 -5.476194 -1.639380 -0.11 -0.04 -0.06 0.301
H 2.858368 3.742189 -3.553862 0.12 -0.03 -0.02 0.377
H 3.277022 1.798508 -1.650919 -0.05 0.06 0.13 0.429
H -3.216135 -0.242419 0.002165 0.02 0.11 0.18 0.451
H 1.798085 2.478554 -4.167086 0.00 0.08 0.00 0.317
H -3.504182 -3.011531 -4.248284 -0.07 -0.11 -0.01 0.302
H 0.426331 -1.899957 1.311196 -0.06 -0.02 -0.12 0.686
H 0.323233 -3.867827 -3.268643 0.17 -0.02 -0.11 0.315
H 2.786459 -1.035198 7.778023 0.02 0.00 0.03 0.304
H 4.535201 0.613577 7.156411 0.01 -0.02 -0.03 0.312
H 3.495908 2.130008 -3.932868 0.01 0.06 -0.03 0.363
H -3.835753 -2.114639 -2.772206 0.07 0.02 -0.05 0.306
H -3.884569 0.546240 -1.398064 0.02 0.00 0.01 0.484
H -0.058064 3.535330 -2.103335 0.03 -0.02 0.03 0.315
H -0.205113 -1.533217 -3.386411 0.09 -0.03 0.03 0.134
H -1.730203 3.297694 0.224160 -0.04 -0.07 -0.07 0.732
H 2.590385 0.835854 0.463862 0.10 0.17 -0.11 0.298
H 2.648968 -2.233737 -0.485193 0.27 0.40 -0.05 0.343
H -4.409811 -3.769832 -2.898461 -0.01 0.00 -0.05 0.417
H -2.868211 -5.440836 -3.406959 -0.02 -0.03 0.04 0.434
H 0.742774 4.430984 -0.818825 0.04 -0.08 -0.05 0.459
H 1.521296 0.158385 7.489913 0.00 0.04 0.02 0.270
H 3.324355 1.840851 6.850714 -0.03 -0.01 -0.03 0.384
H -0.138121 3.215734 0.882489 -0.05 0.00 0.01 1.087
H -2.758828 1.282630 -3.067873 0.09 -0.04 -0.02 1.431
H 1.356589 -5.557995 -0.127327 -0.37 -0.18 0.06 0.305
H 4.267227 -2.795949 1.257167 -0.12 -0.43 0.02 0.335
H 1.091004 2.128689 4.198591 -0.04 -0.09 -0.01 0.070
H -3.538109 1.524269 0.002312 0.03 -0.04 0.09 0.323
H 0.538955 0.831305 5.259493 -0.02 0.01 -0.01 0.217
```
Forces are in eV/Å.

***

No. 3
Density functional theory data (ωB97M-V/def2-TZVPD) for 6 unconnected molecules or ions with the total composition C21H41B3IN6O6PS.

Results
**Multiplicity**: 1
**LUMO**: -0.636 eV
**Highest occupied orbital energy**: -8.305 eV
**HOMO-LUMO gap**: 7.67 eV
**SMILES**: CS(=O)(=O)B1OB(I)OB(P(N)O)O1.CCCC#N.CCCC#N.CCCC#N.CCCC#N.CCCC#N

```
80
Properties=species:S:1:pos:R:3:forces:R:3:mulliken_charge:R:1
I -0.972466 -0.186856 -2.267943 0.36 1.43 0.53 -0.021
S -3.630961 2.204187 0.802049 -5.61 -3.72 -1.99 0.962
P 1.331600 1.943741 2.040812 0.18 -0.76 1.73 -0.074
O -3.673707 0.695731 0.338901 1.06 4.95 1.68 -0.610
O 0.242688 1.654799 3.413604 0.03 -1.15 -3.04 -0.550
O -4.880862 2.975502 0.251989 4.59 -1.74 2.34 -0.652
O -0.933304 3.522714 0.932676 -0.78 -3.82 -2.18 -0.184
O -1.775839 2.810769 -1.338569 1.12 -2.86 3.88 -0.302
O 0.633278 2.288514 -0.795638 -4.32 -0.72 1.76 -0.152
N -5.943430 -1.001537 6.609422 -7.71 -6.10 -1.91 -0.545
N 3.459029 -2.314083 -0.270418 3.59 0.95 -9.32 -0.508
N 2.011776 0.327781 1.584477 -0.58 0.80 2.06 -0.494
N 7.408968 0.636202 -1.596944 3.64 1.00 -9.31 -0.555
N 3.314369 1.595745 -5.840923 -7.68 -5.00 -4.22 -0.561
N -1.484559 -0.839378 2.812126 -4.85 0.13 8.56 -0.624
C -3.534619 2.157980 2.677114 0.31 1.01 1.04 -0.576
C -6.915963 -1.765859 6.364807 6.56 5.23 1.32 0.259
C 4.448154 -2.054267 -2.856419 -0.27 0.15 1.06 -0.541
C -8.533872 -3.384823 7.356630 0.02 -0.18 0.41 -0.438
C 4.586115 -0.572223 -3.210548 -0.13 0.48 0.11 0.072
C -7.435334 -4.241626 7.977794 0.03 -0.10 0.09 -1.105
C 2.346743 0.955712 -6.334787 6.64 4.12 3.40 0.321
C 3.257602 0.175685 -3.161244 -0.04 0.13 0.19 -1.052
C -0.154143 2.326284 -7.266451 -0.09 0.11 0.00 -1.100
C -2.114846 -0.834472 3.904170 4.13 0.23 -7.20 0.422
C -2.874568 -0.828473 5.220658 0.62 -0.20 -0.88 -0.153
C 8.398093 0.896020 -4.182945 -0.27 0.12 1.07 -0.267
C -3.423254 -3.304486 4.994121 -0.05 -0.12 -0.03 -1.095
C 1.180362 0.184080 -6.930184 0.84 0.68 0.24 -0.252
C 7.207542 3.125971 -4.487770 -0.09 0.09 -0.06 -1.094
C 3.907466 -2.196253 -1.442966 -3.01 -1.11 7.91 0.203
C 8.536054 2.378063 -4.537074 -0.08 0.44 0.00 -0.465
C 0.422696 1.073494 -7.918000 -0.17 0.35 -0.18 -0.481
C 7.857406 0.754033 -2.769492 -2.93 -1.09 7.88 0.280
C -8.088406 -2.687140 6.069894 0.71 0.69 0.45 -0.317
C -2.804641 -2.214856 5.864044 0.01 -0.46 0.09 -0.556
B -2.020088 2.909573 0.144270 3.50 2.38 -2.48 0.127
B 0.258036 2.658648 0.615009 -0.91 -0.34 -1.79 0.577
B -0.657324 1.804387 -1.401829 0.81 2.66 0.40 0.348
H 2.828469 0.171572 -2.154229 0.05 -0.13 -0.05 0.366
H -3.376449 -4.271143 5.505537 -0.04 0.13 -0.06 0.329
H 6.479998 2.679151 -5.174970 0.04 0.08 0.12 0.271
H -3.805689 3.233491 3.064196 0.41 -2.11 -0.81 0.404
H 3.768390 -2.554998 -3.554465 -0.01 0.00 0.24 0.308
H -4.474633 -3.083666 4.777201 0.14 -0.02 0.02 0.208
H 7.718329 0.395289 -4.880992 -0.02 0.02 0.24 0.264
H -1.759694 -2.476710 6.070729 -0.13 0.16 -0.01 0.372
H -2.431575 -0.081805 5.888058 0.03 0.00 -0.30 0.396
H -7.093319 -5.010613 7.275728 -0.02 0.09 0.11 0.301
H -8.913831 -2.097764 5.656993 0.29 0.07 -0.01 0.303
H 9.240571 2.860921 -3.848812 -0.03 -0.19 -0.12 0.294
H -2.430559 1.945160 3.003057 -2.08 0.30 -0.85 0.083
H 0.517276 -0.146456 -6.123250 0.20 0.11 0.03 0.204
H 6.778408 3.121858 -3.480755 0.05 -0.08 -0.12 0.345
H 2.530059 -0.271136 -3.848444 0.05 0.09 0.12 0.062
H 0.632997 2.970950 -6.862633 -0.07 -0.13 0.00 0.348
H 5.423562 -2.547994 -2.919571 -0.19 -0.05 0.20 0.364
H 3.399936 1.222228 -3.448741 -0.07 -0.28 0.02 0.336
H 8.957307 2.467810 -5.544405 0.02 -0.15 0.13 0.323
H -0.838494 2.064930 -6.451239 0.09 0.07 -0.10 0.274
H -4.264522 1.357809 3.125538 1.36 1.55 -1.34 0.230
H 3.024684 0.332409 1.880270 -1.45 0.10 -0.45 0.300
H 5.007367 -0.482476 -4.217879 0.01 -0.12 0.05 0.334
H -0.710085 2.915634 -8.002495 0.04 -0.10 0.13 0.330
H 7.349875 4.172514 -4.775267 -0.04 -0.16 0.00 0.337
H -2.890778 -3.414219 4.044024 -0.08 0.07 0.08 0.384
H -3.915637 -0.542592 5.034845 0.18 -0.05 -0.08 0.165
H 1.541980 -0.326145 2.279039 0.65 0.65 -1.38 0.250
H 1.089800 1.373944 -8.735253 -0.06 -0.17 0.13 0.293
H -7.787529 -3.423899 5.317074 0.12 0.20 0.09 0.289
H -7.807083 -4.742398 8.877346 0.06 0.03 -0.16 0.321
H 9.373502 0.402292 -4.246097 -0.21 -0.05 0.19 0.319
H -0.394582 0.496850 -8.364946 0.18 -0.06 0.08 0.310
H 1.561712 -0.705752 -7.441991 0.12 0.14 0.21 0.349
H -9.399400 -4.019993 7.138356 0.07 0.18 -0.10 0.314
H -3.326735 -2.189539 6.826853 0.07 0.21 -0.16 0.309
H -6.571981 -3.638304 8.275920 -0.09 -0.04 -0.10 0.333
H -8.859131 -2.637986 8.091234 -0.01 -0.06 -0.22 0.289
H 5.290632 -0.089365 -2.522286 -0.15 -0.25 -0.17 -0.006
H -0.418941 0.940857 3.102299 1.29 1.28 0.77 0.150
```
Forces are in eV/Å.

***

> Which value of multiplicity does entry 2 give?

1

***

> Look up the multiplicity of the second one.

1